## one
Computed, not measured: 2 unconnected molecules or ions with the total composition CH2F2N2, with ωB97M-V/def2-TZVPD.

Last column: Mulliken charge in e.
Cartesian coordinates (Å):
N: 1.051 -0.553 0.036  -0.575
C: -0.143 -0.645 -0.096  0.711
N: -1.366 -0.752 -0.312  -0.294
F: -2.421 -0.107 0.191  -0.088
H: 1.764 -1.319 0.271  0.283
F: 0.153 1.931 -0.197  -0.449
H: 0.964 1.446 0.108  0.412

Calculated values
- SMILES: N=C=NF.F
- Kohn-Sham gap: 10.38 eV
- HOMO level: -0.379 Eh
- LUMO energy: 0.0026 Ha

***

## two
Computed, not measured: a single CH2F2N2 molecule, with ωB97M-V/def2-TZVPD.

Last column: Mulliken charge in e.
Cartesian coordinates (Å):
N: -0.231 0.076 -0.084  -0.436
C: -1.530 0.204 -0.019  0.615
F: -1.896 1.499 0.053  -0.200
N: -2.281 -0.823 0.035  -0.340
F: -3.739 -0.424 0.039  -0.228
H: -0.134 -0.969 0.016  0.302
H: 0.457 0.687 0.510  0.287

Calculated values
- SMILES: N/C(F)=N/F
- Kohn-Sham gap: 10.87 eV
- HOMO level: -0.379 Eh
- LUMO energy: 0.0203 Ha

***

Which one sits at the bottom of the stability order? one does.

***

## one
Computed, not measured: 2 unconnected molecules or ions with the total composition C4H11N2S, with ωB97M-V/def2-TZVPD.

Last column: Mulliken charge in e.
Cartesian coordinates (Å):
C: -0.250 0.405 -1.145  0.009
C: -0.438 -0.566 -2.137  -0.026
C: -0.170 0.959 0.411  0.789
C: -0.358 2.412 0.558  -1.154
N: 0.187 0.150 1.327  -0.254
N: 0.626 -2.354 0.448  -0.871
S: -0.496 -0.317 -3.811  -0.053
H: 0.062 1.313 -1.794  -0.210
H: -0.822 -1.589 -1.753  0.102
H: -0.142 2.716 1.648  0.329
H: -1.481 2.658 0.429  0.334
H: 0.105 2.991 -0.291  0.340
H: 0.109 0.343 2.387  0.331
H: 1.335 -2.235 -0.312  0.306
H: -0.207 -2.642 -0.065  0.248
H: 0.979 -3.154 1.061  0.267
H: 0.140 -0.908 1.119  0.356
H: -0.015 0.852 -3.671  0.156

Calculated values
- Kohn-Sham gap: 8.31 eV
- Total charge: +1
- HOMO level: -0.463 Eh
- LUMO energy: -0.1578 Ha

***

## two
Computed, not measured: a gas-phase ion, C4H11N2S (charge +1), with ωB97M-V/def2-TZVPD.

Last column: Mulliken charge in e.
Cartesian coordinates (Å):
C: -0.166 -0.323 -0.328  0.835
C: 0.652 1.574 1.025  -0.850
C: -1.758 1.259 0.365  -1.479
C: 1.418 -2.153 -0.872  -0.789
N: -0.369 0.843 0.230  0.051
N: 1.087 -0.881 -0.222  -0.300
S: -1.226 -1.170 -1.387  -0.218
H: 0.292 1.796 1.999  0.379
H: 1.537 0.981 1.186  0.282
H: 1.078 2.473 0.612  0.326
H: -1.764 1.982 1.288  0.274
H: -2.009 1.668 -0.515  0.602
H: -2.476 0.518 0.524  0.521
H: 0.684 -2.122 -1.697  0.308
H: 1.176 -3.063 -0.308  0.332
H: 2.536 -2.229 -1.200  0.280
H: 1.612 -0.794 0.650  0.254
H: -2.306 -0.358 -1.351  0.192

Calculated values
- Kohn-Sham gap: 10.82 eV
- Total charge: +1
- HOMO level: -0.524 Eh
- LUMO energy: -0.1265 Ha

***

## three
Computed, not measured: a gas-phase ion, C4H11N2S (charge +1), with ωB97M-V/def2-TZVPD.

Last column: Mulliken charge in e.
Cartesian coordinates (Å):
N: 1.284 -1.327 0.365  -0.515
C: 0.242 -0.860 -0.472  0.275
C: 0.638 0.402 -1.205  -0.902
N: 0.134 1.484 -0.231  -0.232
C: -0.364 0.941 1.059  -0.903
C: -0.895 -0.396 0.558  -0.291
S: -2.611 -0.417 -0.136  -0.188
H: 2.163 -0.771 0.515  0.179
H: 1.418 -2.298 0.495  0.204
H: 0.067 -1.639 -1.209  0.504
H: 1.709 0.572 -1.330  0.416
H: 0.017 0.507 -2.136  0.316
H: 0.950 2.079 0.003  0.368
H: -0.803 1.979 -0.617  0.435
H: -0.965 1.744 1.509  0.387
H: 0.636 0.848 1.569  0.347
H: -0.956 -1.091 1.452  0.420
H: -2.663 -1.756 -0.186  0.178

Calculated values
- SMILES: N[C@@H]1C[NH2+]C[C@H]1S
- Kohn-Sham gap: 9.21 eV
- Total charge: +1
- HOMO level: -0.475 Eh
- LUMO energy: -0.1362 Ha

***

Which one sits at the bottom of the stability order? one does.

***

## one
Computed, not measured: a gas-phase ion, C5H13NS (charge -1), with ωB97M-V/def2-TZVPD.

Last column: Mulliken spin population.
Cartesian coordinates (Å):
C: -0.932 -2.308 -1.295  0.245
N: -0.411 -0.922 -1.299  0.032
C: 0.812 -0.816 -0.480  -0.238
C: 0.829 0.595 0.148  0.328
C: -0.065 0.712 1.378  1.275
S: -1.123 2.158 1.290  -0.201
C: 2.110 -1.087 -1.236  -0.042
H: -0.158 -2.973 -1.661  -0.034
H: -1.345 -2.625 -0.344  -0.054
H: -1.700 -2.293 -2.071  -0.027
H: -1.121 -0.391 -0.802  -0.063
H: 0.632 -1.384 0.449  0.036
H: 1.821 0.924 0.465  0.107
H: 0.684 1.343 -0.635  -0.036
H: -0.645 -0.192 1.585  -0.206
H: 0.543 0.724 2.280  -0.112
H: -1.853 2.054 2.441  -0.012
H: 2.072 -2.018 -1.789  -0.002
H: 2.454 -0.129 -1.612  0.001
H: 2.840 -1.305 -0.441  0.005

Calculated values
- Kohn-Sham gap (alpha / beta): 2.23 / 8.28 eV
- Total charge: -1
- Spin multiplicity: 2
- HOMO level (alpha / beta): 0.037 / -0.188 Eh
- LUMO energy (alpha / beta): 0.1186 / 0.1161 Ha
- ⟨S²⟩: 0.751

***

## two
Computed, not measured: a gas-phase ion, C5H13NS (charge -1), with ωB97M-V/def2-TZVPD.

Last column: Mulliken spin population.
Cartesian coordinates (Å):
C: -1.124 0.756 0.532  0.108
C: -1.223 0.519 -1.008  0.218
C: -0.112 1.035 -1.977  1.400
S: 0.457 2.702 -1.521  0.010
C: 0.133 0.068 1.071  0.419
N: 0.389 -1.253 0.471  -0.428
C: 0.828 -2.250 1.472  0.288
H: -1.976 0.340 1.058  -0.100
H: -0.936 1.827 0.646  -0.160
H: -2.247 0.798 -1.286  -0.110
H: -1.219 -0.512 -1.350  -0.029
H: 0.784 0.433 -2.117  -0.345
H: -0.563 1.119 -2.970  -0.157
H: 1.685 2.408 -1.032  -0.101
H: 0.955 0.783 0.806  0.037
H: 0.238 0.009 2.152  0.091
H: 1.237 -1.132 -0.086  -0.030
H: 1.642 -2.003 2.171  -0.045
H: 1.106 -3.160 0.910  -0.109
H: -0.055 -2.488 2.056  0.042

Calculated values
- Kohn-Sham gap (alpha / beta): 2.53 / 8.58 eV
- Total charge: -1
- Spin multiplicity: 2
- HOMO level (alpha / beta): 0.036 / -0.185 Eh
- LUMO energy (alpha / beta): 0.1285 / 0.1300 Ha
- ⟨S²⟩: 0.751

***

Which one sits at the bottom of the stability order? two does.

***

## one
Computed, not measured: 8 unconnected molecules or ions with the total composition C16H48O8, with ωB97M-V/def2-TZVPD.

Last column: Mulliken charge in e.
Cartesian coordinates (Å):
C: -5.182 -0.401 1.502  -1.263
C: -4.111 -1.479 1.050  0.730
C: -2.850 -1.295 1.892  -1.125
O: -4.792 -2.766 1.135  -0.579
H: -6.016 -0.281 0.810  0.327
H: -4.575 0.497 1.615  0.292
H: -5.695 -0.628 2.436  0.387
H: -3.812 -1.253 0.026  -0.040
H: -3.081 -1.156 2.948  0.470
H: -2.125 -0.522 1.635  0.096
H: -2.284 -2.225 1.838  0.371
H: -4.854 -3.080 2.040  0.344
C: 2.261 1.765 3.242  -1.580
C: 2.535 2.883 2.225  0.438
C: 2.082 2.494 0.866  -0.591
O: 1.642 3.918 2.624  -0.623
H: 2.881 0.902 3.001  0.399
H: 1.254 1.353 3.176  0.411
H: 2.623 2.009 4.241  0.406
H: 3.544 3.295 2.207  0.328
H: 2.644 1.709 0.362  0.271
H: 2.007 3.299 0.134  0.365
H: 1.090 2.046 0.930  -0.263
H: 1.051 3.526 3.272  0.356
C: 2.985 2.411 -4.428  -1.459
C: 2.763 1.556 -3.126  0.590
C: 1.332 1.008 -3.085  -0.718
O: 3.668 0.543 -3.130  -0.570
H: 3.164 1.754 -5.280  0.354
H: 3.811 3.111 -4.298  0.437
H: 2.069 2.919 -4.730  0.369
H: 3.014 2.172 -2.262  0.091
H: 1.306 0.292 -2.264  -0.292
H: 1.100 0.451 -3.992  0.467
H: 0.730 1.906 -2.943  0.252
H: 4.490 0.969 -3.384  0.366
C: -1.292 -1.501 -3.588  -1.307
C: -1.098 -2.062 -2.148  1.717
C: -1.835 -3.306 -1.672  -1.415
O: 0.194 -2.113 -1.736  -0.495
H: -0.717 -0.599 -3.796  0.156
H: -2.352 -1.516 -3.842  0.390
H: -0.977 -2.295 -4.265  0.457
H: -1.487 -1.252 -1.532  -0.723
H: -1.431 -3.756 -0.765  0.372
H: -1.855 -4.146 -2.366  0.323
H: -2.889 -3.103 -1.485  0.339
H: 0.142 -2.526 -0.871  0.125
C: -1.537 3.205 -0.856  -1.396
C: -1.803 1.968 0.004  -0.472
O: -1.087 0.948 -0.562  -0.420
H: -0.520 3.583 -0.956  0.235
H: -2.004 4.058 -0.362  0.439
H: -2.053 3.260 -1.814  0.364
H: -2.801 1.529 0.010  0.420
H: -1.544 2.087 1.056  0.419
H: -1.737 0.561 -1.153  0.036
C: 1.437 -1.973 4.812  -0.855
C: 1.912 -2.673 3.496  -0.319
O: 0.730 -2.807 2.680  -0.492
H: 0.649 -2.620 5.196  0.294
H: 1.028 -0.986 4.591  0.140
H: 2.182 -1.918 5.605  0.371
H: 2.476 -3.596 3.628  0.341
H: 2.741 -2.186 2.982  0.200
H: 0.589 -2.031 2.132  0.328
O: 0.582 -0.749 0.700  0.243
H: 1.446 -0.631 0.303  0.109
H: -0.001 -0.207 0.168  0.011
O: 2.991 -1.752 -1.915  -0.668
H: 2.045 -1.733 -1.766  0.406
H: 3.208 -0.863 -2.194  0.514

Calculated values
- SMILES: CC(C)O.CC(C)O.CC(C)O.CC(C)O.CCO.CCO.O.O
- Kohn-Sham gap: 10.34 eV
- HOMO level: -0.362 Eh
- LUMO energy: 0.0176 Ha

***

## two
Computed, not measured: a molecular structure, C16H48O8, with ωB97M-V/def2-TZVPD.

Last column: Mulliken charge in e.
Cartesian coordinates (Å):
C: 2.554 -0.887 2.174  -0.213
C: 3.541 -0.743 3.292  -0.583
O: 2.974 -0.131 4.455  -0.486
H: 1.780 -1.571 2.521  0.160
H: 2.891 -1.387 1.266  0.248
H: 2.060 0.037 1.873  0.279
H: 4.438 -0.268 2.895  0.339
H: 3.924 -1.723 3.576  0.374
H: 3.630 -0.201 5.152  0.288
C: -2.042 -1.609 1.886  -0.676
C: -0.903 -1.313 2.914  -0.230
O: -0.811 0.091 3.050  -0.669
H: -2.783 -0.818 1.763  0.271
H: -2.545 -2.475 2.315  0.438
H: -1.660 -1.986 0.937  -0.068
H: -0.034 -1.675 2.364  -0.059
H: -0.937 -1.855 3.859  0.603
H: -0.026 0.220 3.587  0.253
C: -2.092 1.910 -0.458  -0.801
C: -2.442 2.967 0.559  0.726
O: -3.811 2.777 0.797  -0.569
H: -2.287 0.912 -0.067  0.113
H: -1.063 2.005 -0.805  0.151
H: -2.738 1.960 -1.335  0.475
H: -2.295 3.962 0.140  0.525
H: -1.844 2.914 1.470  -1.120
H: -4.156 3.542 1.264  0.301
C: 0.196 0.839 -3.095  -0.662
C: 0.324 0.366 -4.569  -0.611
O: 0.608 1.530 -5.339  -0.530
H: -0.173 0.100 -2.383  -0.155
H: -0.567 1.612 -3.006  0.558
H: 1.182 1.195 -2.797  0.253
H: -0.585 -0.120 -4.924  0.392
H: 1.151 -0.342 -4.621  0.481
H: 0.488 1.321 -6.268  0.330
C: -1.487 -2.604 -1.642  -0.595
C: -1.505 -1.922 -3.001  -0.727
O: -0.125 -2.056 -3.413  -0.582
H: -2.518 -2.675 -1.297  0.465
H: -0.877 -2.166 -0.851  0.248
H: -1.168 -3.626 -1.846  0.374
H: -1.779 -0.870 -2.924  0.174
H: -2.272 -2.402 -3.609  0.516
H: -0.065 -2.316 -4.335  0.490
C: -0.026 0.712 0.833  -1.365
C: 0.048 -0.231 -0.378  2.915
O: 1.413 -0.521 -0.703  -0.821
H: 0.495 0.246 1.670  -0.405
H: -1.027 1.013 1.144  0.007
H: 0.529 1.612 0.570  0.267
H: -0.424 0.194 -1.264  -0.316
H: -0.443 -1.175 -0.139  -2.003
H: 1.482 -1.372 -1.142  0.555
C: 2.631 -1.269 -2.837  -1.067
C: 1.892 -2.478 -2.235  -0.886
O: 0.734 -2.033 -1.558  -0.737
H: 2.918 -0.600 -2.026  0.251
H: 1.943 -0.775 -3.523  -0.188
H: 3.519 -1.592 -3.380  0.572
H: 2.563 -2.938 -1.510  0.378
H: 1.630 -3.280 -2.924  0.522
H: 0.047 -1.942 -2.223  0.482
C: -1.049 2.238 3.316  -0.433
C: 0.109 3.115 3.736  -0.565
O: 0.416 3.891 2.547  -0.559
H: -1.836 2.807 2.820  0.694
H: -1.524 1.681 4.124  0.401
H: -0.635 1.528 2.600  0.845
H: 0.958 2.566 4.144  0.335
H: -0.099 3.814 4.545  0.266
H: -0.419 4.276 2.271  0.368

Calculated values
- Kohn-Sham gap: 8.13 eV
- HOMO level: -0.294 Eh
- LUMO energy: 0.0054 Ha

***

Which one sits at the bottom of the stability order? two does.